1.
DFT (ωB97M-V/def2-TZVPD) results for a structure of composition F8N4Na3O16S8 in a non-equilibrium geometry.

```
39
Properties=species:S:1:pos:R:3:forces:R:3
Na 0.501 -2.481 -1.241 -5.6 10.3 -8.3
Na 0.579 -4.035 0.154 8.4 -10.7 3.7
Na -0.112 -5.873 -0.737 1.7 -11.5 -7.0
N 0.160 -2.582 0.535 -4.1 12.0 12.2
S -0.760 -1.400 0.869 -6.5 7.9 -0.1
O -0.073 -0.146 1.170 -1.3 -1.9 0.6
O -2.105 -1.621 1.394 3.1 0.5 -0.3
F -1.094 -1.095 -0.643 -0.2 0.5 -1.4
S 0.733 -2.587 2.114 2.5 2.2 5.0
O -0.171 -3.148 3.074 -0.3 10.4 -3.8
O 1.676 -1.539 2.525 -7.4 0.7 4.2
F 1.653 -3.857 1.770 -1.9 0.9 1.8
N -0.375 -5.389 0.835 -0.5 -2.0 13.9
S -1.836 -5.303 1.159 -11.7 2.1 -0.6
O -2.455 -4.032 1.542 2.0 -3.8 1.8
O -2.488 -6.513 1.554 0.9 0.0 0.9
F -2.306 -5.319 -0.428 0.3 -5.4 6.3
S 0.110 -5.768 2.434 3.8 -3.0 4.8
O -0.086 -7.184 2.741 0.1 2.3 -1.2
O -0.118 -4.767 3.500 0.7 -12.3 -1.2
F 1.728 -5.720 2.070 -2.1 -3.9 1.0
N 1.948 -3.172 -0.795 13.6 -2.5 0.6
S 2.770 -2.093 -0.066 4.6 4.1 6.2
O 3.995 -1.691 -0.749 -1.9 -0.2 0.3
O 2.790 -2.337 1.406 8.7 1.2 -11.4
F 1.724 -0.929 -0.290 1.2 0.9 -0.7
S 3.250 -4.223 -0.879 4.4 -4.3 0.8
O 4.169 -4.416 0.185 0.2 1.8 0.4
O 3.703 -4.615 -2.173 7.6 2.1 0.4
F 2.395 -5.537 -0.523 -0.9 -2.5 3.7
N -0.186 -4.205 -1.332 0.3 -1.5 -13.3
S -1.498 -3.897 -1.891 -15.0 4.7 -0.6
O -2.495 -4.965 -2.228 3.7 4.0 -5.0
O -1.638 -2.572 -2.487 1.1 -2.4 -1.3
F -1.905 -3.414 -0.394 -0.6 2.7 -2.9
S 0.470 -4.621 -2.853 5.6 -2.6 -3.9
O 0.631 -3.669 -3.983 -1.1 -2.2 3.8
O 0.324 -6.064 -3.118 -0.9 2.8 0.5
F 1.957 -4.686 -2.132 -12.5 -1.5 -10.2
```
Positions in Å, forces in eV/Å.

Properties
ΔE to the lowest compared entry with this formula, charge and spin = 994.6 kcal/mol
total charge = -1
LUMO = 0.055 eV

Computed Löwdin charges, given in elementary charges: number 1, Na, carries 0.19; number 2, Na, carries -0.10; number 3, Na, carries 0.37; number 4, N, carries -0.42; number 5, S, carries 0.58; number 6, O, carries -0.24; number 7, O, carries -0.22; number 8, F, carries -0.16; number 9, S, carries 0.74; number 10, O, carries -0.25; number 11, O, carries -0.23; number 12, F, carries -0.26; number 13, N, carries -0.37; number 14, S, carries 0.59; number 15, O, carries -0.21; number 16, O, carries -0.21; number 17, F, carries -0.31; number 18, S, carries 0.81; number 19, O, carries -0.24; number 20, O, carries -0.24; number 21, F, carries -0.18; number 22, N, carries -0.37; number 23, S, carries 0.64; number 24, O, carries -0.23; number 25, O, carries -0.32; number 26, F, carries -0.13; number 27, S, carries 0.67; number 28, O, carries -0.19; number 29, O, carries -0.17; number 30, F, carries -0.15; number 31, N, carries -0.44; number 32, S, carries 0.61; number 33, O, carries -0.18; number 34, O, carries -0.19; number 35, F, carries -0.25; number 36, S, carries 0.82; number 37, O, carries -0.16; number 38, O, carries -0.19; number 39, F, carries -0.41

***

2.
DFT (ωB97M-V/def2-TZVPD) results for a structure of composition C17H8N3S3Zn in a non-equilibrium geometry.

```
32
Properties=species:S:1:pos:R:3:forces:R:3
Zn 0.356 0.026 0.241 0.5 0.1 0.5
S 2.704 -0.662 0.266 -0.8 -0.1 -0.4
C 2.797 0.146 1.806 -1.3 -0.4 0.3
C 4.012 0.798 2.057 1.0 0.6 0.2
N 5.004 1.362 2.207 0.2 0.0 0.1
C 1.797 0.248 2.745 0.2 -0.6 -1.2
S 0.175 -0.364 2.612 -0.2 -0.2 -0.5
C 2.058 0.931 3.940 0.2 0.7 1.0
N 2.218 1.492 4.933 0.1 0.0 0.1
S -3.994 1.514 -0.059 0.4 -0.3 0.0
C -4.226 -0.209 -0.045 0.4 0.0 0.0
C -5.400 -0.938 0.012 -0.1 0.0 0.0
C -5.310 -2.318 0.025 -0.2 0.0 0.0
C -4.073 -2.959 -0.009 0.0 -0.1 0.0
C -2.899 -2.240 -0.068 0.0 0.1 0.0
C -2.970 -0.850 -0.094 -1.0 -0.3 0.0
N -1.912 -0.003 -0.158 1.1 0.2 0.0
C -2.248 1.247 -0.131 -1.1 -0.2 0.0
C -1.303 2.330 -0.130 0.9 0.8 -0.1
C -1.707 3.665 -0.044 -0.1 -0.2 0.0
C -0.754 4.659 0.019 -0.1 0.2 0.0
C 0.594 4.330 -0.046 0.1 0.0 0.0
C 0.986 3.006 -0.151 0.0 -0.1 -0.1
C 0.056 1.973 -0.183 -0.3 -0.3 0.1
H -6.354 -0.436 0.049 -0.1 0.0 0.0
H -6.215 -2.909 0.066 0.0 0.0 0.0
H -4.036 -4.037 0.014 0.0 -0.1 0.0
H -1.933 -2.719 -0.080 0.1 -0.1 0.0
H -2.761 3.910 0.000 -0.1 0.1 0.0
H -1.050 5.694 0.128 -0.1 0.0 0.0
H 1.347 5.104 0.006 0.0 0.1 0.0
H 2.040 2.766 -0.206 0.1 0.0 0.1
```
Positions in Å, forces in eV/Å.

Properties
total charge = -1
LUMO = 2.134 eV

Computed natural (NBO) charges, given in elementary charges: number 1, Zn, carries 1.44; number 2, S, carries -0.42; number 3, C, carries -0.31; number 4, C, carries 0.27; number 5, N, carries -0.36; number 6, C, carries -0.29; number 7, S, carries -0.44; number 8, C, carries 0.27; number 9, N, carries -0.35; number 10, S, carries 0.36; number 11, C, carries -0.25; number 12, C, carries -0.21; number 13, C, carries -0.23; number 14, C, carries -0.21; number 15, C, carries -0.23; number 16, C, carries 0.20; number 17, N, carries -0.57; number 18, C, carries 0.14; number 19, C, carries -0.11; number 20, C, carries -0.20; number 21, C, carries -0.25; number 22, C, carries -0.19; number 23, C, carries -0.25; number 24, C, carries -0.51; number 25, H, carries 0.21; number 26, H, carries 0.21; number 27, H, carries 0.21; number 28, H, carries 0.23; number 29, H, carries 0.20; number 30, H, carries 0.20; number 31, H, carries 0.20; number 32, H, carries 0.22

***

3.
DFT (ωB97M-V/def2-TZVPD) results for an isolated molecule of C5H5N in a non-equilibrium geometry.

```
11
Properties=species:S:1:pos:R:3:forces:R:3
C -2.113 -0.893 -0.576 -1.4 -0.8 -2.1
C -1.251 -0.474 -1.664 0.8 0.7 0.6
C -0.759 -0.426 -0.454 2.5 2.3 -2.9
C 1.239 0.874 0.024 2.4 -2.0 0.5
C 0.221 -0.103 0.557 0.2 -1.6 2.2
N -2.497 -1.360 0.398 -2.7 -1.5 3.5
H 2.210 1.001 0.549 -0.8 -0.8 0.4
H 1.036 1.849 -0.196 -1.9 2.6 -0.3
H 1.538 0.477 -0.906 0.5 -0.5 -1.4
H -0.269 0.223 1.507 0.3 -0.3 -0.8
H 0.646 -1.169 0.761 -0.1 1.9 0.1
```
Positions in Å, forces in eV/Å.

Properties
ΔE to the lowest compared entry with this formula, charge and spin = 128.7 kcal/mol
LUMO = -0.065 eV

Computed natural (NBO) charges, given in elementary charges: number 1, C, carries 0.14; number 2, C, carries -0.07; number 3, C, carries 0.06; number 4, C, carries -0.61; number 5, C, carries -0.47; number 6, N, carries -0.24; number 7, H, carries 0.23; number 8, H, carries 0.23; number 9, H, carries 0.22; number 10, H, carries 0.25; number 11, H, carries 0.25

***

4.
DFT (ωB97M-V/def2-TZVPD) results for a cluster of 8 separate species, C40H76ClF3N10O9S in total in a non-equilibrium geometry.

```
140
Properties=species:S:1:pos:R:3:forces:R:3
H -0.277 9.459 0.056 -0.7 0.5 -0.4
N -1.046 9.594 -0.635 0.5 -3.1 -1.1
C -1.134 8.435 -1.241 -0.3 1.2 0.2
C -2.179 8.120 -2.433 1.1 -0.2 1.1
C -1.408 7.251 -3.538 0.9 -0.5 1.6
C -0.969 7.894 -4.933 0.6 -0.5 0.9
C -1.990 8.732 -5.829 -0.2 -1.2 -0.7
C -3.530 8.664 -5.400 0.3 1.9 -0.4
C -4.006 10.129 -4.864 -0.5 -0.8 1.0
Cl -4.522 8.372 -6.947 0.4 -0.3 0.8
C -0.394 6.528 -5.603 -1.0 1.9 -2.4
C 1.187 6.347 -5.727 0.2 -0.5 1.1
C 1.987 6.269 -4.339 1.2 -0.6 -0.7
C 1.974 4.761 -3.786 -0.1 0.0 0.4
C 1.261 4.564 -2.365 -0.7 -1.0 -0.5
S 2.468 4.583 -0.919 -0.6 -1.7 0.3
C 2.251 2.952 -0.105 0.1 -3.3 1.7
N 3.107 2.196 0.757 -3.9 1.8 -3.2
N 2.416 1.053 1.017 -3.7 -1.2 -1.3
C 1.138 0.986 0.381 5.9 3.3 1.5
O 1.067 2.223 -0.300 0.4 -0.2 0.1
O -1.212 5.461 -5.077 -0.1 -0.1 0.4
C -1.870 5.711 -3.786 1.0 0.5 -0.3
C -3.421 5.346 -3.645 -0.5 -1.1 -0.1
C -4.008 4.535 -4.917 0.2 -1.3 -0.4
C -5.266 3.636 -4.565 0.1 -0.8 -0.2
F -6.304 3.543 -5.565 1.1 1.8 2.6
C -5.474 2.870 -3.373 -0.2 0.1 -0.1
F -6.234 3.359 -2.263 0.7 -2.4 -2.9
F -4.926 1.571 -3.190 -0.3 3.8 0.9
H -0.421 7.581 -0.931 -1.2 1.0 -0.6
H -2.991 7.471 -1.944 0.9 1.2 -0.8
H -2.557 9.130 -2.789 0.2 -1.5 0.4
H -0.387 7.081 -3.023 -1.4 0.2 -1.0
H -0.160 8.646 -4.660 -0.6 -1.2 -0.4
H -1.643 9.811 -5.899 -0.6 -1.4 0.2
H -1.929 8.301 -6.897 0.0 0.7 1.7
H -3.803 7.830 -4.683 0.5 1.1 -1.0
H -3.150 10.873 -4.797 -1.0 -1.1 -0.1
H -4.833 10.577 -5.506 1.2 -0.8 0.8
H -4.432 9.966 -3.805 0.6 0.5 -1.6
H -0.714 6.555 -6.714 0.4 0.1 1.6
H 1.375 5.359 -6.293 -0.3 1.5 0.8
H 1.674 7.178 -6.345 -1.2 -1.0 0.7
H 1.682 7.058 -3.570 0.2 -1.2 -1.0
H 3.088 6.505 -4.593 -1.7 -0.2 0.4
H 3.039 4.327 -3.726 -1.6 0.8 0.0
H 1.414 4.106 -4.538 0.7 0.9 1.1
H 0.471 5.340 -2.109 1.2 -0.8 -0.5
H 0.704 3.557 -2.419 1.0 1.5 0.5
H 0.360 0.163 0.395 1.2 1.6 -0.2
H -1.358 4.912 -3.139 -0.6 1.7 -0.3
H -3.498 4.604 -2.764 0.2 1.3 -1.2
H -4.093 6.227 -3.345 1.0 -1.2 -0.7
H -3.199 3.822 -5.330 -0.9 1.4 0.5
H -4.306 5.249 -5.754 0.3 -1.1 1.0
C 0.769 -1.198 5.666 0.1 -0.4 0.4
N 2.176 -1.479 5.856 0.4 0.4 -0.3
C 3.233 -0.943 5.191 0.0 -0.3 0.1
C 2.945 0.072 4.120 0.1 0.0 0.0
O 4.376 -1.291 5.474 -0.2 -0.3 -0.4
H 0.363 -0.826 6.609 -0.2 0.1 -0.1
H 0.265 -2.129 5.401 -0.2 0.1 -0.1
H 0.599 -0.460 4.885 0.1 -0.1 0.1
H 2.441 -2.153 6.561 -0.1 0.0 -0.1
H 3.881 0.412 3.678 -0.1 -0.1 0.1
H 2.334 -0.377 3.335 0.0 0.2 0.0
H 2.433 0.935 4.551 -0.1 0.0 -0.1
C 6.102 -4.531 2.748 0.0 0.3 0.4
N 4.781 -4.153 3.206 -0.5 -0.2 -0.3
C 3.582 -4.447 2.635 0.0 0.4 0.5
C 3.590 -5.265 1.372 -0.1 -0.1 -0.1
O 2.543 -4.050 3.150 0.0 -0.1 -0.2
H 6.585 -5.113 3.535 0.2 -0.1 -0.2
H 6.678 -3.621 2.570 0.2 -0.2 -0.1
H 6.068 -5.120 1.834 -0.1 0.1 0.1
H 4.704 -3.601 4.051 0.1 0.1 -0.1
H 2.566 -5.421 1.033 0.1 0.1 0.2
H 4.138 -4.737 0.589 0.1 -0.2 0.0
H 4.045 -6.240 1.561 0.1 0.1 -0.2
C -8.134 4.560 1.076 0.2 0.2 0.5
N -7.750 5.953 1.176 -0.1 0.2 -0.4
C -7.807 6.910 0.207 0.2 0.5 0.4
C -8.326 6.506 -1.145 0.0 0.0 -0.2
O -7.442 8.051 0.452 -0.1 -0.2 -0.2
H -8.914 4.364 1.815 0.0 -0.3 -0.1
H -7.261 3.946 1.305 -0.2 -0.2 -0.1
H -8.504 4.305 0.086 0.1 0.1 0.1
H -7.392 6.292 2.058 0.0 0.0 -0.1
H -8.313 7.367 -1.812 0.0 0.0 0.2
H -7.690 5.727 -1.573 -0.2 -0.1 0.0
H -9.355 6.149 -1.060 0.1 -0.1 -0.1
C 8.577 0.687 8.761 -0.1 0.3 0.4
N 7.258 1.066 9.220 -0.3 -0.1 -0.2
C 6.055 0.771 8.648 -0.2 0.2 0.2
C 6.059 -0.046 7.385 0.0 0.2 0.3
O 5.019 1.171 9.165 0.2 -0.1 -0.1
H 9.061 0.104 9.549 0.2 -0.1 -0.2
H 9.155 1.597 8.583 0.2 -0.2 -0.1
H 8.542 0.098 7.847 -0.1 0.1 0.1
H 7.181 1.616 10.063 0.0 -0.1 -0.1
H 5.039 -0.200 7.048 0.3 0.1 0.2
H 6.607 0.482 6.601 0.1 -0.2 0.0
H 6.513 -1.022 7.573 0.1 0.0 -0.2
C 1.574 -9.379 1.522 0.4 0.2 -0.7
N 2.911 -9.272 0.968 0.5 -0.3 0.4
C 4.043 -9.903 1.384 0.3 0.4 -0.5
C 3.932 -10.836 2.560 0.1 -0.1 0.1
O 5.104 -9.703 0.806 -0.1 -0.1 0.2
H 0.908 -9.735 0.739 0.0 0.1 0.3
H 1.255 -8.384 1.840 -0.2 -0.1 0.1
H 1.530 -10.060 2.368 0.0 0.1 -0.1
H 3.056 -8.662 0.177 0.0 -0.1 0.1
H 4.910 -11.265 2.777 -0.1 0.1 -0.1
H 3.591 -10.288 3.441 -0.1 -0.2 0.0
H 3.241 -11.649 2.329 -0.1 0.1 0.2
C -3.001 -6.954 2.098 0.4 0.2 0.1
N -1.943 -7.928 1.928 -0.2 -0.6 -0.1
C -2.063 -9.250 1.631 0.4 0.1 0.1
C -3.450 -9.804 1.452 -0.1 -0.1 -0.1
O -1.059 -9.947 1.519 -0.7 -0.1 0.0
H -2.854 -6.155 1.369 -0.2 0.1 0.1
H -2.927 -6.538 3.105 -0.2 0.1 -0.1
H -3.989 -7.390 1.961 0.2 0.0 0.0
H -0.987 -7.622 2.035 -0.1 0.0 0.0
H -3.389 -10.868 1.220 0.1 0.1 0.0
H -4.023 -9.683 2.373 -0.1 0.1 -0.1
H -3.951 -9.297 0.624 -0.1 0.0 0.1
C 0.354 -11.724 -2.039 -0.3 0.1 0.4
N -0.529 -10.580 -2.138 0.0 0.2 -0.5
C -0.708 -9.749 -3.202 -0.4 0.3 0.4
C 0.093 -10.021 -4.446 0.0 0.1 -0.2
O -1.500 -8.819 -3.125 0.2 -0.1 -0.1
H -0.250 -12.607 -1.820 0.2 -0.1 0.0
H 1.049 -11.551 -1.215 0.1 -0.2 -0.1
H 0.917 -11.890 -2.955 -0.1 0.1 0.1
H -1.097 -10.340 -1.337 0.1 -0.1 0.0
H -0.154 -9.281 -5.207 -0.1 0.0 0.2
H 1.161 -9.950 -4.227 0.0 -0.2 -0.1
H -0.147 -11.012 -4.837 0.2 0.0 0.0
```
Positions in Å, forces in eV/Å.

Properties
structure (SMILES) = [H]/N=C/C[C@@H]1[C@H](C[C@@H](C)Cl)[C@@H](CCCCSc2nnco2)O[C@@H]1CCC(F)=C(F)F.CNC(C)=O.CNC(C)=O.CNC(C)=O.CNC(C)=O.CNC(C)=O.CNC(C)=O.CNC(C)=O
LUMO = -1.786 eV

Löwdin population analysis, charges in e, atoms 1 to 99: number 1, H, carries 0.05; number 2, N, carries 0.06; number 3, C, carries -0.22; number 4, C, carries -0.10; number 5, C, carries -0.20; number 6, C, carries -0.16; number 7, C, carries -0.17; number 8, C, carries -0.62; number 9, C, carries -0.14; number 10, Cl, carries 0.52; number 11, C, carries -0.26; number 12, C, carries -0.13; number 13, C, carries -0.19; number 14, C, carries -0.23; number 15, C, carries -0.45; number 16, S, carries 0.91; number 17, C, carries -0.53; number 18, N, carries 0.01; number 19, N, carries -0.03; number 20, C, carries -0.05; number 21, O, carries -0.09; number 22, O, carries -0.12; number 23, C, carries -0.21; number 24, C, carries -0.12; number 25, C, carries -0.10; number 26, C, carries -0.11; number 27, F, carries -0.02; number 28, C, carries -0.12; number 29, F, carries 0.02; number 30, F, carries 0.05; number 31, H, carries 0.12; number 32, H, carries 0.12; number 33, H, carries 0.10; number 34, H, carries 0.09; number 35, H, carries 0.15; number 36, H, carries 0.11; number 37, H, carries 0.09; number 38, H, carries 0.07; number 39, H, carries 0.08; number 40, H, carries 0.06; number 41, H, carries 0.08; number 42, H, carries 0.15; number 43, H, carries 0.13; number 44, H, carries 0.12; number 45, H, carries 0.11; number 46, H, carries 0.11; number 47, H, carries 0.11; number 48, H, carries 0.11; number 49, H, carries 0.04; number 50, H, carries 0.10; number 51, H, carries 0.14; number 52, H, carries 0.13; number 53, H, carries 0.12; number 54, H, carries 0.11; number 55, H, carries 0.13; number 56, H, carries 0.12; number 57, C, carries -0.08; number 58, N, carries 0.02; number 59, C, carries -0.54; number 60, C, carries -0.02; number 61, O, carries -0.02; number 62, H, carries 0.08; number 63, H, carries 0.08; number 64, H, carries 0.07; number 65, H, carries 0.14; number 66, H, carries 0.08; number 67, H, carries 0.07; number 68, H, carries 0.09; number 69, C, carries -0.07; number 70, N, carries 0.01; number 71, C, carries -0.55; number 72, C, carries -0.01; number 73, O, carries 0.01; number 74, H, carries 0.08; number 75, H, carries 0.08; number 76, H, carries 0.07; number 77, H, carries 0.13; number 78, H, carries 0.08; number 79, H, carries 0.09; number 80, H, carries 0.08; number 81, C, carries -0.08; number 82, N, carries 0.00; number 83, C, carries -0.56; number 84, C, carries -0.01; number 85, O, carries 0.03; number 86, H, carries 0.08; number 87, H, carries 0.08; number 88, H, carries 0.07; number 89, H, carries 0.14; number 90, H, carries 0.08; number 91, H, carries 0.07; number 92, H, carries 0.09; number 93, C, carries -0.09; number 94, N, carries -0.01; number 95, C, carries -0.55; number 96, C, carries -0.02; number 97, O, carries 0.02; number 98, H, carries 0.08; number 99, H, carries 0.08

***

Number 1: orbital gap 6.140 eV. Number 2: orbital gap 6.248 eV. Number 3: orbital gap 10.039 eV. Number 4: orbital gap 6.749 eV.